[1]
{"formula": "C5H13NO2", "method": "ωB97M-V with the def2-TZVPD basis set", "total_charge": 0, "fmax_ev_per_a": 2.2, "e_above_lowest_ev": 1.146, "homo_lumo_gap_ev": 10.403, "homo_ha": -0.3581, "smiles": "CC[C@@H](C)NC=O.O", "species": ["C", "C", "C", "C", "N", "C", "O", "H", "H", "H", "H", "H", "H", "H", "H", "H", "H", "H", "O", "H", "H"], "xyz": [[-0.966, 0.557, 2.123], [-0.971, 0.697, 0.605], [0.480, 0.727, 0.096], [1.124, -0.681, 0.206], [0.676, 1.211, -1.276], [-0.293, 1.568, -2.148], [-1.475, 1.319, -2.082], [-0.450, 1.384, 2.601], [-1.961, 0.478, 2.579], [-0.587, -0.409, 2.461], [-1.409, -0.151, 0.120], [-1.508, 1.612, 0.360], [1.069, 1.362, 0.764], [1.205, -1.274, -0.680], [0.588, -1.202, 1.001], [2.118, -0.575, 0.659], [1.637, 1.443, -1.472], [0.135, 2.162, -2.964], [-0.007, -3.694, -1.173], [-0.246, -2.763, -1.069], [0.839, -3.770, -0.710]], "forces_ev_per_a": [[-0.720, -0.827, 0.426], [0.742, 0.529, 0.411], [0.355, -0.911, -0.310], [0.236, 0.744, 2.070], [-0.286, 0.166, 0.921], [0.276, 0.241, -0.244], [0.011, -0.055, 0.063], [0.199, -0.034, 0.115], [-0.140, 0.567, -0.499], [0.714, 0.167, -0.071], [-0.817, -0.301, -0.191], [0.018, -0.159, -0.300], [-0.138, 0.274, -0.134], [-0.200, -0.054, -0.701], [-0.095, -0.420, -0.317], [0.098, -0.093, -0.459], [-0.220, 0.222, -0.356], [0.027, 0.013, -0.415], [0.236, 0.185, 0.163], [-0.047, -0.220, -0.046], [-0.250, -0.036, -0.126]], "nbo_charge": [-0.6162, -0.4054, -0.0336, -0.6377, -0.6179, 0.5312, -0.6083, 0.2040, 0.2206, 0.2003, 0.2129, 0.2288, 0.1856, 0.2098, 0.2141, 0.2122, 0.3942, 0.1023, -0.9315, 0.4691, 0.4656]}

[2]
{"formula": "C5H13NO2", "method": "ωB97M-V with the def2-TZVPD basis set", "total_charge": 0, "fmax_ev_per_a": 1.0, "e_above_lowest_ev": 1.891, "homo_lumo_gap_ev": 8.624, "homo_ha": -0.2871, "smiles": "C/C=C/C=C/N.O.O", "species": ["C", "C", "C", "C", "C", "N", "H", "H", "H", "H", "H", "H", "H", "H", "H", "O", "H", "H", "O", "H", "H"], "xyz": [[-0.007, 2.349, 1.689], [-0.812, 1.400, 0.847], [-0.465, 0.151, 0.590], [-1.240, -0.808, -0.198], [-0.978, -2.117, -0.111], [-1.520, -3.131, -0.881], [0.862, 1.819, 2.082], [0.334, 3.206, 1.098], [-0.590, 2.755, 2.506], [-1.758, 1.794, 0.465], [0.411, -0.303, 1.049], [-2.119, -0.462, -0.730], [-0.223, -2.509, 0.564], [-1.507, -4.040, -0.451], [-2.336, -2.951, -1.444], [1.985, -0.917, -1.173], [1.245, -1.069, -0.566], [1.955, -1.698, -1.746], [2.535, 2.328, -1.008], [2.164, 2.681, -1.818], [2.062, 1.523, -0.763]], "forces_ev_per_a": [[0.145, -0.244, -0.450], [-0.139, 0.895, 0.286], [-0.489, -0.887, -0.073], [-0.066, -0.030, 0.628], [-0.101, -0.201, -0.431], [-0.005, -0.225, 0.095], [0.049, 0.217, 0.090], [0.067, -0.156, 0.032], [-0.167, -0.002, 0.279], [0.236, -0.176, -0.150], [0.199, 0.392, 0.171], [0.142, 0.053, -0.304], [0.172, 0.268, 0.030], [-0.127, -0.017, -0.123], [0.001, 0.122, 0.127], [-0.157, -0.413, 0.052], [0.127, 0.120, -0.298], [0.100, 0.330, 0.082], [0.291, 0.215, 0.436], [-0.232, -0.301, -0.019], [-0.045, 0.042, -0.461]], "nbo_charge": [-0.6381, -0.1674, -0.2379, -0.3290, 0.0120, -0.8078, 0.2101, 0.2262, 0.2120, 0.1904, 0.1828, 0.2055, 0.1835, 0.3798, 0.3817, -0.9477, 0.4717, 0.4724, -0.9548, 0.4686, 0.4862]}

[3]
{"formula": "C5H13NO2", "method": "ωB97M-V with the def2-TZVPD basis set", "total_charge": 0, "fmax_ev_per_a": 1.7, "e_above_lowest_ev": 1.222, "homo_lumo_gap_ev": 9.775, "homo_ha": -0.3398, "smiles": "CC(C)N(C)C=O.O", "species": ["C", "C", "C", "N", "C", "C", "O", "H", "H", "H", "H", "H", "H", "H", "H", "H", "H", "H", "O", "H", "H"], "xyz": [[2.043, 1.076, -1.141], [0.757, 0.264, -1.100], [-0.474, 1.053, -1.558], [0.576, -0.349, 0.216], [0.846, -1.768, 0.370], [0.443, 0.411, 1.330], [0.109, 1.578, 1.341], [2.214, 1.468, -2.132], [1.919, 1.933, -0.491], [2.842, 0.447, -0.739], [0.880, -0.583, -1.762], [-0.861, 0.718, -2.525], [-0.197, 2.078, -1.794], [-1.233, 1.140, -0.797], [1.020, -2.046, 1.403], [0.056, -2.377, -0.082], [1.738, -2.002, -0.207], [0.705, -0.089, 2.272], [-3.506, -1.530, 0.698], [-2.982, -2.283, 1.049], [-3.487, -1.821, -0.227]], "forces_ev_per_a": [[-0.454, -0.133, 0.731], [-0.502, -0.079, -0.175], [0.262, 0.707, -0.743], [0.137, -0.374, 0.908], [0.293, 0.201, -0.976], [-0.149, 0.587, -0.092], [0.196, 0.118, -0.125], [0.348, -0.193, -0.364], [0.073, 0.203, 0.247], [0.262, 0.246, -0.413], [0.008, -0.260, -0.253], [-0.206, -0.460, 0.359], [0.213, 0.255, 0.264], [-0.291, -0.313, 0.069], [-0.162, 0.056, 0.115], [-0.153, 0.054, 0.302], [0.307, -0.192, 0.103], [-0.191, -0.422, 0.048], [0.851, -1.444, -0.359], [-0.449, 0.817, 0.394], [-0.391, 0.626, -0.039]], "nbo_charge": [-0.6169, -0.0323, -0.6254, -0.4418, -0.3959, 0.5313, -0.6178, 0.2140, 0.2283, 0.2042, 0.1915, 0.2045, 0.2122, 0.2441, 0.2119, 0.1890, 0.1911, 0.1069, -0.9192, 0.4594, 0.4608]}

[4]
{"formula": "C5H13NO2", "method": "ωB97M-V with the def2-TZVPD basis set", "total_charge": 0, "fmax_ev_per_a": 1.6, "e_above_lowest_ev": 4.556, "homo_lumo_gap_ev": 8.051, "homo_ha": -0.3107, "species": ["C", "C", "C", "C", "C", "N", "O", "O", "H", "H", "H", "H", "H", "H", "H", "H", "H", "H", "H", "H", "H"], "xyz": [[1.406, 0.470, -0.636], [-2.087, 0.637, -0.157], [-0.839, 1.138, 1.748], [1.943, -1.834, -0.245], [-1.752, -0.661, -0.632], [1.025, -0.712, -0.212], [2.627, 0.561, -1.260], [0.655, 1.478, -0.654], [2.711, 1.477, -1.556], [-0.512, 1.240, 0.623], [-2.897, 0.782, 0.544], [-1.838, 1.490, -0.772], [1.586, -2.611, 0.434], [-1.275, 0.225, 2.133], [-1.373, 2.019, 2.093], [0.205, 1.134, 2.067], [2.953, -1.564, 0.077], [2.031, -2.252, -1.254], [-0.473, -0.805, -0.448], [-1.786, -0.738, -1.718], [-2.312, -1.474, -0.176]], "forces_ev_per_a": [[-0.775, 0.252, -1.298], [-0.311, -1.134, -1.050], [0.829, 0.183, -0.616], [-0.014, -0.037, -0.174], [-0.488, 0.672, 0.215], [-0.597, 0.018, 0.452], [0.061, -0.038, 0.482], [0.639, -0.174, -0.017], [-0.112, -0.036, 0.116], [-0.691, -0.290, 0.909], [0.295, 0.055, 0.335], [0.129, 0.062, 0.074], [-0.042, 0.005, -0.109], [-0.150, -0.111, -0.228], [0.056, 0.032, 0.023], [-0.007, 0.192, 0.384], [-0.111, 0.111, -0.010], [0.014, -0.102, 0.062], [0.653, 0.128, 0.326], [0.430, 0.209, -0.074], [0.193, 0.004, 0.199]], "nbo_charge": [0.8468, -0.0138, -0.8781, -0.4149, -0.7843, -0.6661, -0.7163, -0.7687, 0.4935, 0.3352, 0.1996, 0.2246, 0.1902, 0.2198, 0.2149, 0.2589, 0.2006, 0.1807, 0.3889, 0.2653, 0.2234]}

[5]
{"formula": "C5H13NO2", "method": "ωB97M-V with the def2-TZVPD basis set", "total_charge": 0, "fmax_ev_per_a": 3.3, "e_above_lowest_ev": 0.801, "homo_lumo_gap_ev": 9.859, "homo_ha": -0.3337, "species": ["O", "C", "O", "C", "H", "H", "H", "C", "C", "C", "N", "H", "H", "H", "H", "H", "H", "H", "H", "H", "H"], "xyz": [[1.911, -1.009, 0.280], [1.910, 0.097, -0.390], [0.844, 0.465, -1.049], [3.137, 0.971, -0.460], [2.737, 1.990, -0.756], [3.652, 0.946, 0.492], [3.810, 0.624, -1.262], [-1.379, -0.652, 0.616], [-2.334, 0.379, 0.075], [-2.958, 1.143, 1.255], [-0.634, -1.388, -0.455], [-0.587, -0.257, 1.248], [-1.857, -1.455, 1.220], [-3.146, -0.146, -0.496], [-1.789, 1.071, -0.508], [-3.425, 0.481, 1.969], [-2.216, 1.744, 1.795], [-3.789, 1.826, 0.943], [-1.315, -1.924, -0.974], [-0.006, -0.556, -0.914], [0.074, -1.909, 0.010]], "forces_ev_per_a": [[0.442, 2.594, -1.216], [-1.394, -2.889, 0.719], [1.412, 0.139, 0.430], [-1.055, 1.009, -0.910], [0.894, -0.992, 0.535], [0.131, 0.175, 0.069], [-0.293, 0.041, 0.354], [0.414, -1.523, 0.546], [-1.308, -0.913, 1.253], [-0.760, 0.760, -0.343], [-1.902, 0.879, 0.421], [-0.095, 0.457, 0.023], [-0.180, 0.756, -0.194], [0.741, 0.630, 0.188], [0.461, 0.627, -1.088], [0.000, -0.405, 0.259], [-0.080, -0.143, -0.197], [0.838, -0.438, 0.007], [0.365, -0.260, -0.416], [0.417, 0.455, -0.615], [0.954, -0.957, 0.173]], "nbo_charge": [-0.7721, 0.7848, -0.7664, -0.7221, 0.2280, 0.2323, 0.2365, -0.2126, -0.4248, -0.6033, -0.7476, 0.2256, 0.1877, 0.1954, 0.2312, 0.2026, 0.2127, 0.2162, 0.3903, 0.4593, 0.4461]}

[6]
{"formula": "C5H13NO2", "method": "ωB97M-V with the def2-TZVPD basis set", "total_charge": 0, "fmax_ev_per_a": 2.2, "e_above_lowest_ev": 1.870, "homo_lumo_gap_ev": 9.553, "homo_ha": -0.3171, "smiles": "C[C@H](NCO)[C@@H](C)O", "species": ["C", "C", "N", "C", "O", "C", "C", "O", "H", "H", "H", "H", "H", "H", "H", "H", "H", "H", "H", "H", "H"], "xyz": [[0.298, 0.316, -1.968], [-0.017, 0.139, -0.487], [1.156, 0.299, 0.372], [1.220, 1.302, 1.395], [1.493, 2.621, 0.890], [-0.610, -1.260, -0.197], [-1.393, -1.315, 1.107], [-1.630, -1.527, -1.203], [-0.678, 0.490, -2.425], [0.733, -0.546, -2.449], [0.995, 1.134, -2.144], [-0.754, 0.812, -0.059], [2.023, -0.064, 0.039], [0.273, 1.251, 1.914], [2.043, 1.037, 2.051], [0.645, 3.079, 0.868], [0.119, -2.048, -0.221], [-2.464, -1.224, 0.970], [-1.188, -0.482, 1.745], [-1.041, -2.084, 1.785], [-1.226, -1.930, -1.982]], "forces_ev_per_a": [[-0.917, 0.728, 0.286], [1.423, -1.279, 1.036], [-0.399, 0.042, 0.690], [0.498, -0.674, -1.381], [-0.538, -0.054, 0.435], [-1.954, 0.581, -0.735], [0.769, 0.486, 0.780], [0.298, -0.408, -0.111], [0.327, 0.196, -0.494], [0.164, -0.605, 0.144], [-0.259, 0.244, 0.083], [-0.227, 0.547, -0.650], [0.325, 0.016, -0.254], [-0.191, 0.391, 0.412], [-0.004, 0.100, 0.218], [0.228, 0.146, -0.148], [0.714, -0.211, -0.114], [-0.104, -0.719, -0.254], [0.456, 1.133, 0.172], [-0.581, -0.840, -0.308], [-0.028, 0.181, 0.194]], "nbo_charge": [-0.6341, -0.0564, -0.6678, 0.0878, -0.7362, 0.0967, -0.6368, -0.7432, 0.2276, 0.1988, 0.2251, 0.1890, 0.3741, 0.1535, 0.1739, 0.4632, 0.1680, 0.2336, 0.1981, 0.2184, 0.4666]}